Computed, not measured: a structure of composition C3H3N2O5S in a non-equilibrium geometry, with ωB97M-V with the def2-TZVPD basis set.

Gap between HOMO and LUMO (alpha / beta) ... 0.2260 / 0.2496 Ha
LUMO energy (alpha / beta) ... 0.130 / 0.026 hartree
<S²> ... 2.10
Charge ... -1
E_tot ... -27205.9266 eV
2S+1 ... 3

Structure (XYZ):
```
14
C3H3N2O5S ωB97M-V with the def2-TZVPD basis set
C 0.81714 0.51851 0.70115
C 0.72194 -0.45988 -0.40225
C -0.29029 1.49572 1.00484
N 1.90402 0.47913 1.41946
N 1.75104 -1.14711 -0.38714
O 2.25281 -2.15861 -0.78195
O -2.59833 0.09650 -0.51120
O -1.78370 -0.53190 -2.73603
O -2.17007 -2.30252 -1.07865
O 2.74243 -0.38741 0.96737
S -1.96037 -0.87273 -1.35253
H 0.02282 1.99126 2.06931
H -0.17683 2.36574 0.19478
H -1.23263 0.91330 0.89284
```

Taken from the Löwdin analysis, the atomic charges in e are: C -0.342; C 0.023; C -0.061; N 0.017; N -0.180; O 0.085; O -0.406; O -0.393; O -0.411; O -0.069; S 0.455; H 0.115; H 0.122; H 0.043